C18H54Cl2MgO24P6 as an isolated structure, computed with ωB97M-V with the def2-TZVPD basis set.

As for the net charge: 0. The spin multiplicity is 1. The LUMO energy comes out at -4.919 eV. The calculation puts the HOMO energy at -8.37 eV. Its gap between HOMO and LUMO is 3.452 eV.

Each line ends with the Löwdin charge.
Geometry (Å):
1 H -0.26107 15.71140 14.05819  0.063
2 Mg 2.79180 15.51874 15.81918  0.197
3 P 7.18645 19.85824 19.08348  0.347
4 H 12.56276 13.46661 17.16171  0.071
5 O 6.28249 18.59165 19.41616  -0.214
6 C 5.95021 12.32202 16.70453  -0.043
7 H 4.06136 18.34673 11.89783  0.074
8 P -0.31933 13.67678 16.42475  0.387
9 C 7.09980 20.46065 21.60785  -0.087
10 H 1.94608 11.85270 16.29242  0.062
11 H 8.11633 15.60047 14.52407  0.080
12 H 5.58973 16.85496 18.66039  0.055
13 O 5.44495 13.18795 13.48815  -0.213
14 H 11.74585 13.24269 18.77807  0.101
15 H 1.31529 10.83085 17.50656  0.088
16 C 3.63782 17.42145 11.51974  -0.070
17 H 9.72169 15.35720 13.80023  0.069
18 O 6.49798 20.46061 17.83296  -0.232
19 H 6.73833 22.34620 17.21611  0.112
20 H 8.20739 21.26250 17.07696  0.090
21 H 0.90990 14.39837 18.77079  0.035
22 H 7.24448 21.41553 22.11257  0.094
23 H 8.69031 13.96734 14.08206  0.096
24 H 4.17744 16.58590 11.97431  0.059
25 C 1.33240 11.84606 17.16115  -0.088
26 H 6.09031 17.94990 17.45434  0.030
27 O 2.24150 17.44469 11.78158  -0.179
28 Cl 4.64033 17.00578 15.26708  0.024
29 H 3.82875 10.32047 12.28989  0.072
30 O 10.97508 14.69082 17.64044  -0.205
31 H -0.53622 14.39607 19.83628  0.091
32 O 9.38039 14.82813 15.79389  -0.207
33 H 7.38561 17.12538 18.44913  0.100
34 H 11.76447 16.99954 18.18245  0.088
35 H -2.70396 12.57837 14.09620  0.065
36 C 4.32898 10.53480 13.19798  -0.100
37 O 8.61919 19.45247 18.98259  -0.241
38 O 1.59722 17.47522 19.63233  -0.255
39 C 6.36825 17.56274 18.43719  -0.102
40 H -1.35293 17.74027 17.42609  0.097
41 C 3.30787 19.89823 17.23467  -0.092
42 H 10.48587 18.35245 18.12099  0.078
43 H 11.87740 18.21368 16.92792  0.063
44 O 0.32720 18.79274 18.07585  -0.197
45 H 4.26947 9.61384 13.86702  0.114
46 Cl 3.68467 14.48792 17.98160  0.031
47 H -1.63803 16.57207 13.51679  0.082
48 O 10.37357 16.86985 16.64488  -0.213
49 C 5.57023 14.48777 12.91243  -0.096
50 C 2.64459 16.78271 20.41500  -0.053
51 H 6.31863 19.85257 21.97462  0.072
52 H 5.79660 15.19655 13.70318  0.017
53 H -0.65167 15.65010 12.35121  0.101
54 P 10.78378 15.39197 16.27385  0.293
55 O 6.81681 20.81929 20.26523  -0.202
56 O 2.75428 19.28811 18.39433  -0.181
57 H 4.35060 20.07419 17.42357  0.069
58 P 1.66664 17.32843 13.22857  0.334
59 C 11.65030 13.44441 17.70253  -0.084
60 O -1.05085 14.27671 17.72466  -0.217
61 H 6.19750 13.35730 16.42898  0.085
62 C 8.98369 14.96853 14.43856  -0.090
63 H 3.36025 19.27955 16.39123  0.015
64 O 0.86755 14.41742 16.01002  -0.242
65 H 1.78175 12.47626 17.91079  0.033
66 H 3.49605 19.99944 13.22699  0.093
67 O 11.89644 15.14315 15.36678  -0.225
68 C -0.11829 14.71672 18.88955  0.008
69 H 2.13577 16.39502 21.31765  0.088
70 H 1.79478 20.15263 12.61782  0.098
71 H -0.10227 18.10237 16.12462  0.057
72 H 2.13751 20.51994 14.31069  0.086
73 H 6.44938 14.39507 12.24047  0.103
74 O 2.04306 16.10324 13.94202  -0.275
75 P 4.31178 12.76756 14.51607  0.365
76 H 6.72175 11.55133 16.59643  0.095
77 H 8.02595 19.84576 21.67793  0.102
78 H -1.06898 12.60912 13.68333  0.094
79 O 2.04185 18.62876 14.01451  -0.233
80 H 3.10519 16.02293 19.75521  -0.014
81 O 0.12877 17.48163 13.02084  -0.167
82 H 0.02631 15.78853 18.80325  0.052
83 C 11.19640 17.70465 17.54312  -0.032
84 H -1.68565 11.46778 14.93047  0.091
85 H 5.47725 12.33545 17.66763  0.038
86 O 3.57700 11.60699 13.73629  -0.202
87 C -0.63879 18.44436 16.98492  -0.011
88 C 2.42931 19.89513 13.46983  -0.067
89 O 3.43326 13.86451 14.86013  -0.268
90 C 7.12145 21.31854 16.93337  -0.090
91 O -1.55503 13.53875 15.47236  -0.193
92 C -0.65493 16.30990 13.22204  -0.083
93 O 4.94792 11.93761 15.69046  -0.225
94 H 11.09297 12.66889 17.22017  0.080
95 H 6.77945 21.09517 15.92413  0.092
96 H 5.38655 10.81603 13.04678  0.092
97 O -0.03518 12.18109 16.90745  -0.195
98 H -1.11714 19.38349 16.70666  0.088
99 H 3.79963 17.40200 10.42545  0.105
100 H 3.29388 17.57379 20.83205  0.087
101 C -1.75657 12.46481 14.51415  -0.044
102 P 1.71782 18.07208 18.15428  0.424
103 O 1.95615 17.00685 17.14378  -0.303
104 H 2.74463 20.79141 17.01873  0.093
105 H 4.74026 14.78221 12.28787  0.067

Force components x, y, z for each atom (eV/Å):
H 0.1 0.3 -0.3
Mg 0.0 0.0 0.6
P 1.5 -2.6 1.4
H 1.1 0.3 -0.1
O -0.1 1.1 0.1
C -0.6 0.5 -1.7
H 0.3 0.0 0.0
P -1.1 -0.7 2.9
C 1.8 0.1 -0.2
H 0.3 0.3 -0.9
H -0.4 0.3 -0.7
H 0.0 -0.6 0.3
O 0.0 -0.5 0.5
H 0.3 -0.2 -0.5
H -0.1 -0.5 0.4
C 0.9 0.3 -0.6
H 1.1 0.6 -0.7
O -0.8 -0.6 0.2
H 0.7 -0.8 -0.6
H -0.2 0.1 -0.5
H 0.1 -0.8 -0.3
H -0.2 -0.4 0.4
H 0.0 0.4 0.0
H -0.5 0.2 0.1
C 0.0 -0.7 0.6
H 0.4 0.0 -0.1
O -0.3 -0.2 -0.6
Cl 0.3 0.1 0.0
H -0.1 -0.5 -1.1
O -0.1 -0.1 1.2
H -0.3 -0.1 -0.2
O 0.9 -0.3 0.3
H -0.6 0.1 -0.1
H -0.4 0.7 0.0
H -1.8 0.4 -0.3
C 0.6 -1.2 1.3
O -1.1 1.1 -0.3
O 0.2 0.1 -0.2
C 0.2 -0.5 -0.6
H 0.2 0.1 -0.5
C 0.5 0.8 0.5
H 0.8 -0.6 -0.6
H 0.8 1.0 -0.7
O -1.0 -0.1 -1.7
H 0.1 1.3 -0.7
Cl -0.1 0.0 -0.2
H -1.0 0.6 -0.1
O 0.4 0.3 0.5
C 1.6 -0.1 -0.3
C -0.6 1.0 -0.1
H -1.1 -0.3 0.6
H -0.3 0.3 -0.1
H -0.1 0.3 -0.1
P -1.0 0.6 -0.6
O -0.2 0.6 -0.7
O -0.8 -1.9 -0.5
H 0.3 0.6 0.4
P 0.7 0.3 0.7
C -0.4 -0.1 1.0
O 1.6 0.7 0.8
H 0.7 -0.5 0.5
C -1.6 -1.2 0.8
H -0.5 -1.4 -1.3
O 0.4 0.5 -0.7
H 0.1 0.3 0.2
H -0.3 -0.4 0.2
O 0.5 0.3 -0.7
C -0.5 0.2 -1.9
H 0.0 -0.2 -0.8
H 0.2 0.0 -0.1
H 0.2 -0.6 -0.3
H 0.4 0.7 -0.3
H -0.4 0.2 0.4
O -0.2 -0.2 0.2
P 1.1 -1.2 -0.2
H 0.1 0.6 0.2
H -0.4 0.6 -0.1
H 0.3 -0.2 0.1
O 0.6 -0.3 -0.3
H 0.0 0.4 0.7
O -0.6 0.0 -0.2
H -0.7 0.1 0.2
C -1.3 -1.6 0.8
H 0.3 0.1 0.4
H -0.2 -0.1 0.3
O -0.5 0.6 0.6
C 0.4 0.8 1.6
C -0.9 0.2 0.5
O -0.8 0.7 0.1
C 0.0 2.3 0.2
O -0.2 -0.4 -0.5
C 0.5 -1.5 0.6
O 0.0 -0.1 -0.1
H -0.8 -0.5 -0.1
H 0.3 -0.2 0.0
H -0.5 -0.2 -0.1
O 0.2 0.5 -1.0
H -0.1 -0.1 0.3
H -0.4 -0.1 0.6
H 0.2 -0.5 -0.7
C 1.6 0.5 0.1
P 0.8 -0.8 2.4
O -0.1 1.2 -0.2
H 0.0 0.5 -0.1
H -0.5 -0.2 0.2